C51H47Cl4N3O4PS4Sn as an isolated structure. Source: OMol25; level of theory: ωB97M-V/def2-TZVPD.

Geometry (Å):
Sn1 0.33726 -0.79018 0.67553
C1 0.93893 2.67822 3.26895
C2 -0.35159 3.42610 2.99569
S1 -1.49861 2.50783 1.91305
C3 -1.95337 3.83165 0.75157
C4 -0.84604 4.35071 -0.16778
S2 0.17502 3.03283 -0.93299
C5 1.84495 3.62174 -0.54173
C6 2.18498 3.74447 0.93603
S3 1.92512 2.17654 1.83797
H1 0.72580 1.70558 3.71383
H2 1.56855 3.25921 3.94799
H3 -0.17285 4.39976 2.53542
H4 -0.85807 3.58988 3.94931
H5 -2.37273 4.66314 1.32432
H6 -2.75243 3.37605 0.16761
H7 -0.17018 5.01532 0.37026
H8 -1.30200 4.92243 -0.97995
H9 2.00952 4.57726 -1.04856
H10 2.47943 2.86574 -1.00368
H11 1.59480 4.51865 1.42583
H12 3.24006 4.01589 1.02885
Cl1 -2.29896 -1.26194 7.34086
C7 -2.01067 -1.49535 5.64544
C8 -2.83780 -2.31564 4.90623
Cl2 -4.18764 -3.11048 5.65750
C9 -2.57596 -2.49349 3.53792
Cl3 -3.63132 -3.49237 2.58266
C10 -1.50557 -1.88665 2.88132
O1 -1.27991 -2.07351 1.61733
C11 -0.66314 -0.99390 3.64365
O2 0.27831 -0.34887 3.03551
C12 -0.94272 -0.84435 5.00712
Cl4 0.08238 0.21472 5.93192
S4 -0.25476 -1.55258 -3.06622
C13 -0.15975 -1.90678 -1.53439
C14 2.09261 -2.33487 1.06450
C15 2.47404 -2.62102 2.44635
C16 3.50126 -1.91466 3.09161
C17 3.91382 -2.24282 4.37107
C18 3.30595 -3.27900 5.06956
C19 2.26014 -3.96644 4.46304
C20 1.84831 -3.63866 3.18362
H13 1.68417 -3.21966 0.57281
H14 2.92782 -1.92216 0.49285
H15 3.98362 -1.09786 2.56369
H16 4.72288 -1.68667 4.83420
H17 3.62878 -3.53497 6.07185
H18 1.76608 -4.76978 4.99870
H19 1.02188 -4.17237 2.72627
O3 2.07378 0.21929 -1.43333
P1 3.29490 0.19344 -2.26578
C21 3.57766 -1.35844 -3.14271
C22 4.38189 -1.42580 -4.28066
C23 4.69595 -2.65521 -4.83514
C24 4.21426 -3.82337 -4.25788
C25 3.40385 -3.75617 -3.13065
C26 3.09086 -2.53103 -2.56900
C27 4.79224 0.50561 -1.30363
C28 6.07468 0.53286 -1.85514
C29 7.17137 0.74709 -1.03911
C30 7.00329 0.93077 0.32920
C31 5.73035 0.88399 0.88218
C32 4.63148 0.65950 0.06988
C33 3.24245 1.46794 -3.56457
C34 2.22460 1.33575 -4.50994
C35 2.01809 2.33089 -5.44969
C36 2.81447 3.46921 -5.44765
C37 3.82491 3.60624 -4.50542
C38 4.03264 2.61276 -3.55996
H20 4.73878 -0.51108 -4.74159
H21 5.31692 -2.70587 -5.72212
H22 4.46758 -4.78365 -4.69040
H23 3.01306 -4.66468 -2.69072
H24 2.44006 -2.46005 -1.70448
H25 6.20206 0.38832 -2.92175
H26 8.16650 0.77082 -1.46791
H27 7.86619 1.10041 0.96110
H28 5.59288 1.02227 1.94736
H29 3.63282 0.60774 0.48398
H30 1.59805 0.44842 -4.48212
H31 1.22754 2.22727 -6.18239
H32 2.64231 4.25653 -6.17149
H33 4.44608 4.49399 -4.50265
H34 4.80989 2.72496 -2.81349
C39 -7.66719 1.03827 2.65840
C40 -7.40989 0.16402 1.45882
C41 -6.29655 -0.66467 1.40015
C42 -6.06000 -1.48918 0.31227
C43 -6.92906 -1.47728 -0.77712
N1 -6.76752 -2.29379 -1.91707
C44 -5.69584 -3.08474 -2.30168
O4 -5.89120 -4.11796 -2.92422
N2 -4.45075 -2.64134 -1.95539
C45 -4.01466 -1.29573 -1.91056
C46 -4.53547 -0.32124 -2.75382
C47 -3.97517 0.94501 -2.72507
C48 -2.92156 1.18865 -1.85585
N3 -2.45923 0.27375 -1.01470
C49 -2.99222 -0.93662 -1.03788
C50 -8.05048 -0.65149 -0.72354
C51 -8.28809 0.15118 0.37927
H35 -6.98480 0.78552 3.46827
H36 -8.69133 0.91785 3.01685
H37 -7.51983 2.09112 2.40698
H38 -5.59428 -0.68383 2.22546
H39 -5.21389 -2.15771 0.34372
H40 -7.62327 -2.57653 -2.36356
H41 -3.71932 -3.33562 -1.98707
H42 -5.34212 -0.55888 -3.43491
H43 -4.33787 1.72063 -3.38818
H44 -2.41824 2.14860 -1.84750
H45 -2.57447 -1.65355 -0.33432
H46 -8.74866 -0.65192 -1.55450
H47 -9.17188 0.78006 0.39998

The calculation puts the LUMO energy (alpha / beta) at 3.584 / 3.584 eV. Its spin multiplicity is 2. The value obtained for the gap between HOMO and LUMO (alpha / beta) is 3.5 / 4.4 eV. The energy relative to the best compared isomer or geometry (same formula, charge and spin) is 21.51 kcal per mole. The expectation value of S² is 0.757. As for the total charge: -2.

=====

One molecule with the formula C4H6O2. Source: OMol25; level of theory: ωB97M-V/def2-TZVPD.

Geometry (Å):
C1 -1.37676 1.02453 0.67629
C2 -0.24217 0.08928 0.84357
O1 0.43310 -0.12583 1.77975
C3 1.54894 -0.28752 -0.84134
C4 0.60652 -1.23503 -0.91415
O2 -0.59637 -0.96468 -0.38951
H1 -2.16169 0.28177 0.52257
H2 -1.32629 1.65000 -0.21480
H3 -1.55762 1.60222 1.58048
H4 1.30444 0.76822 -0.95567
H5 2.58590 -0.56265 -0.77719
H6 0.78200 -2.24031 -1.31002

The calculation puts the LUMO energy at 0.799 eV. Its spin multiplicity is 1. The value obtained for the gap between HOMO and LUMO is 9.4 eV. Its SMILES is C=COC(C)=O. The energy relative to the best compared isomer or geometry (same formula, charge and spin) is 61.97 kcal per mole.

=====

A 13-piece molecular cluster, C78H58N6O26 overall. Source: OMol25; level of theory: ωB97M-V/def2-TZVPD.

Geometry (Å):
C1 -1.51811 -5.66634 -2.70483
C2 -1.84438 -5.13121 -1.45339
C3 -0.86382 -4.92788 -0.54501
C4 0.41283 -5.27698 -0.91326
C5 0.78456 -5.79905 -2.15247
C6 -0.24301 -5.90573 -3.07402
N1 1.56752 -5.06824 0.00287
O1 1.31722 -4.87430 1.18640
O2 2.65883 -5.07947 -0.43779
H1 -2.35086 -5.87746 -3.39153
H2 -2.84450 -4.89188 -1.19034
H3 -1.00276 -4.50948 0.45311
H4 1.79046 -6.10283 -2.42506
H5 -0.00422 -6.37386 -3.99142
C7 4.65009 4.49398 0.90147
C8 3.55221 3.76113 0.34027
C9 3.24727 2.50381 0.91849
C10 3.99824 2.07385 1.94035
C11 5.13010 2.74262 2.44288
C12 5.42987 4.00773 1.96741
N2 3.80496 0.71546 2.36570
O3 2.96724 0.08779 1.77106
O4 4.38105 0.29928 3.36294
H6 4.91478 5.43450 0.38180
H7 2.92782 4.15113 -0.41533
H8 2.38041 1.96226 0.57040
H9 5.67607 2.15549 3.19183
H10 6.08540 4.71341 2.44876
C13 -4.23766 1.57311 -2.18557
C14 -3.57421 2.79931 -2.00237
C15 -3.74349 3.40545 -0.76168
C16 -4.74347 2.91971 0.03609
C17 -5.37824 1.73592 -0.10845
C18 -5.05960 1.00877 -1.21884
N3 -5.03744 3.60109 1.32511
O5 -6.04348 3.26604 1.91737
O6 -4.16702 4.37548 1.66685
H11 -4.14523 1.03691 -3.11252
H12 -2.92838 3.14982 -2.77561
H13 -3.24254 4.35035 -0.44077
H14 -6.02788 1.29362 0.62369
H15 -5.31145 -0.03386 -1.37726
C19 0.25923 -1.71613 -0.05512
C20 1.53484 -1.34055 -0.44500
C21 1.68500 -0.18930 -1.19620
C22 0.60312 0.53239 -1.48347
C23 -0.67428 0.18371 -1.13387
C24 -0.81730 -0.92991 -0.39412
N4 0.69109 1.82895 -2.20868
O7 -0.23847 2.18113 -2.90891
O8 1.69344 2.51992 -2.02989
H16 0.14028 -2.58818 0.60406
H17 2.44141 -1.86178 -0.11419
H18 2.65835 0.10095 -1.58587
H19 -1.52674 0.85181 -1.24719
H20 -1.77920 -1.30545 -0.01302
C25 5.51014 1.71072 -1.84776
C26 5.99879 0.56229 -1.18260
C27 5.55798 -0.65829 -1.56589
C28 4.74613 -0.65360 -2.69196
C29 4.29943 0.42234 -3.44789
C30 4.63815 1.66464 -2.89278
N5 4.32021 -1.97398 -3.10379
O9 4.81179 -2.97816 -2.66782
O10 3.36336 -1.98163 -3.85766
H21 5.77360 2.66589 -1.48522
H22 6.65699 0.71682 -0.26956
H23 5.80922 -1.50736 -1.06510
H24 3.75202 0.28135 -4.36896
H25 4.26338 2.56168 -3.34612
C31 0.11235 -2.68291 -5.28724
C32 -0.46649 -2.11637 -4.16440
C33 -1.74961 -1.58320 -4.23061
C34 -2.44863 -1.74058 -5.41635
C35 -1.90716 -2.22737 -6.60804
C36 -0.57696 -2.72666 -6.52438
N6 -3.75283 -1.19193 -5.39842
O11 -4.18993 -0.81162 -6.48174
O12 -4.24616 -0.87858 -4.38212
H26 1.12551 -3.05684 -5.29840
H27 0.25941 -2.02857 -3.33536
H28 -2.23900 -1.16257 -3.37313
H29 -2.45859 -2.16116 -7.47862
H30 -0.19020 -3.15170 -7.45453
C37 -3.89705 -0.60919 6.05151
C38 -3.49613 -0.15784 4.87694
C39 -4.29371 0.77634 4.04785
O13 -3.95655 1.35355 3.02469
C40 -5.67759 1.04017 4.51633
C41 -6.10362 0.59497 5.70274
C42 -5.25716 -0.35122 6.54767
O14 -5.71912 -0.86613 7.57696
H31 -3.37643 -1.35135 6.60454
H32 -2.49986 -0.47481 4.41784
H33 -6.35138 1.56545 3.86894
H34 -7.09917 0.76551 6.11124
C43 -0.21401 2.03244 2.35128
C44 -0.25316 1.97085 3.67762
C45 -0.96753 3.00415 4.57097
O15 -1.21551 2.72480 5.72797
C46 -1.39640 4.22615 3.85591
C47 -1.19013 4.40189 2.55185
C48 -0.66453 3.30056 1.74271
O16 -0.37873 3.49796 0.56365
H35 0.28384 1.37305 1.68709
H36 0.24089 1.18381 4.26155
H37 -1.87221 4.97906 4.42648
H38 -1.64103 5.25474 2.03086
C49 -1.16828 0.76396 -7.50606
C50 -1.78537 1.63090 -6.74709
C51 -0.94080 2.52211 -5.91517
O17 -1.45975 3.39591 -5.28469
C52 0.51945 2.30092 -5.80825
C53 1.14162 1.31868 -6.43372
C54 0.31148 0.60278 -7.49950
O18 0.75728 -0.01212 -8.41596
H39 -1.71656 0.10680 -8.16835
H40 -2.85467 1.79946 -6.58833
H41 1.01334 2.89000 -5.03184
H42 2.10219 0.90374 -6.29721
C55 -5.48085 -1.58861 2.30547
C56 -6.47383 -1.98922 3.04098
C57 -6.46931 -3.26483 3.75544
O19 -7.48824 -3.62611 4.25790
C58 -5.25440 -4.10613 3.77292
C59 -4.19435 -3.71628 3.06565
C60 -4.24813 -2.47203 2.28890
O20 -3.28228 -2.01457 1.73408
H43 -5.34736 -0.65971 1.74919
H44 -7.34238 -1.32257 3.25948
H45 -5.31957 -4.84736 4.51038
H46 -3.25994 -4.19555 3.21434
C61 0.28695 -3.88209 5.74703
C62 1.19505 -2.95792 5.93239
C63 1.56843 -2.09338 4.79650
O21 2.43164 -1.23096 4.84266
C64 0.90424 -2.19366 3.46077
C65 -0.09038 -3.05076 3.35204
C66 -0.49948 -3.82618 4.49969
O22 -1.53019 -4.53245 4.41690
H47 -0.06396 -4.58315 6.47649
H48 1.77443 -2.98823 6.83160
H49 1.14197 -1.36265 2.73604
H50 -0.78954 -3.26663 2.54642
C67 5.03957 -2.89245 1.79267
C68 4.37093 -3.40241 2.82754
C69 4.79182 -3.11907 4.25248
O23 4.26532 -3.72572 5.17615
C70 5.99114 -2.31358 4.45062
C71 6.69922 -1.84000 3.42008
C72 6.17274 -1.91207 2.02311
O24 6.55288 -1.16581 1.18023
H51 4.78661 -3.08440 0.74825
H52 3.54046 -4.10467 2.71162
H53 6.27721 -2.12041 5.48711
H54 7.64968 -1.38975 3.64614
C73 2.59086 6.45101 -2.21532
C74 2.23332 7.02735 -1.05280
C75 0.92334 6.53073 -0.50708
O25 0.77364 6.75653 0.67205
C76 -0.00702 5.69552 -1.27901
C77 0.32995 5.24093 -2.50056
C78 1.71949 5.60042 -3.02311
O26 2.20389 5.08888 -4.02730
H55 3.53787 6.61734 -2.70962
H56 2.71430 7.84739 -0.54450
H57 -0.89154 5.28710 -0.74393
H58 -0.16668 4.56045 -3.17645

The calculation puts the LUMO energy at -1.794 eV. Its spin multiplicity is 1. The value obtained for the gap between HOMO and LUMO is 8.1 eV.